[1]
# H18O9

A cluster of 9 separate species, H18O9 in total at a distorted geometry (ωB97M-V/def2-TZVPD, OMol25).

For the HOMO energy, the calculation gives -10.044 eV. Its energy above the lowest of the compared OMol25 structures with the same formula, charge and spin is 266.4 kJ/mol. The LUMO energy is -0.3 eV. The SMILES is O.O.O.O.O.O.O.O.O. As for the spin multiplicity: 1. For the total energy, the calculation gives -687.92433 a.u.

Atoms and positions in Å:
1 O -3.13974 -0.02881 -1.32011
2 H -3.92374 -0.01681 -0.82511
3 H -2.71374 0.62819 -0.80311
4 O -1.83974 -1.90081 0.23889
5 H -1.07474 -1.36781 0.02289
6 H -2.40474 -1.77581 -0.57811
7 O 1.44126 -3.58181 0.83689
8 H 1.30326 -2.65481 0.94989
9 H 0.93326 -3.88481 1.61889
10 O 0.11926 -0.17781 -0.53411
11 H 1.02126 -0.42981 -0.68311
12 H 0.07826 0.80719 -0.46511
13 O 2.86226 2.34319 -0.32011
14 H 3.31826 2.15819 -1.13111
15 H 1.96626 2.55019 -0.53811
16 O -2.35374 2.39119 0.15989
17 H -3.29174 2.63419 0.01389
18 H -2.35474 1.93019 0.98189
19 O 2.31826 -1.65581 -0.81811
20 H 2.08226 -2.25181 -1.55711
21 H 3.21226 -2.02581 -0.71511
22 O 0.20826 2.78419 -0.34811
23 H 0.53726 3.46119 0.26389
24 H -0.71574 2.98919 -0.06311
25 O 1.14326 -1.07581 1.90189
26 H 0.47326 -1.14581 2.57889
27 H 0.79426 -0.70281 1.13189

natural (NBO) population analysis, charges in e, atoms 1 to 2: number 1, O, carries -0.924; number 2, H, carries 0.453

[2]
# H18O9

A cluster of 9 separate species, H18O9 in total at a distorted geometry (ωB97M-V/def2-TZVPD, OMol25).

For the HOMO energy, the calculation gives -11.232 eV. Its energy above the lowest of the compared OMol25 structures with the same formula, charge and spin is 390.9 kJ/mol. The LUMO energy is -0.2 eV. The SMILES is O.O.O.O.O.O.O.O.O. As for the spin multiplicity: 1. For the total energy, the calculation gives -687.87691 a.u.

Atoms and positions in Å:
1 O 0.28586 -0.40162 -0.53822
2 H 0.14257 -0.89065 0.26796
3 H -0.57189 0.08838 -0.74029
4 O 1.64273 -2.66686 -2.79201
5 H 0.87526 -2.61818 -2.29242
6 H 1.29102 -2.11428 -3.54313
7 O -1.67521 -5.30366 0.07951
8 H -1.96972 -4.77463 0.92559
9 H -0.73576 -5.50052 0.15568
10 O 2.40714 -3.26613 0.64974
11 H 2.33580 -2.45280 0.15565
12 H 1.63302 -3.26334 1.27265
13 O 1.69895 0.96227 2.86971
14 H 1.00433 1.01169 3.53283
15 H 2.49479 0.68727 3.40110
16 O -0.78878 4.66720 -0.80762
17 H -1.66599 4.17051 -0.94262
18 H -0.01952 4.14180 -0.90309
19 O -3.96853 2.31386 2.30309
20 H -4.27606 3.18450 2.23337
21 H -2.95601 2.30113 2.28508
22 O -0.99299 0.51711 -3.61293
23 H -1.36520 0.20635 -4.36967
24 H -1.26013 -0.20532 -2.97019
25 O 1.76762 3.05557 1.22509
26 H 2.21793 3.71042 0.67710
27 H 2.44876 2.43993 1.47806

natural (NBO) population analysis, charges in e, atoms 1 to 2: number 1, O, carries -0.943; number 2, H, carries 0.468

[3]
# H18O9

A cluster of 9 separate species, H18O9 in total at a distorted geometry (ωB97M-V/def2-TZVPD, OMol25).

For the HOMO energy, the calculation gives -9.654 eV. Its energy above the lowest of the compared OMol25 structures with the same formula, charge and spin is 479.5 kJ/mol. The LUMO energy is -0.3 eV. The SMILES is O.O.O.O.O.O.O.O.O. As for the spin multiplicity: 1. For the total energy, the calculation gives -687.84318 a.u.

Atoms and positions in Å:
1 O 0.18596 0.08392 -0.25007
2 H -0.55991 0.05247 -0.85972
3 H 0.91602 -0.29435 -0.75298
4 O 4.00594 1.70796 -1.17486
5 H 3.19281 1.28729 -1.47624
6 H 3.92709 1.70946 -0.21425
7 O 0.68673 2.94187 -0.68328
8 H 0.90999 2.89176 0.25301
9 H 0.23115 3.78672 -0.77084
10 O -3.91972 -0.70972 1.03324
11 H -3.19141 -0.87883 0.42500
12 H -4.54747 -0.19783 0.51086
13 O 3.71494 -0.20153 2.20294
14 H 3.63635 0.13896 1.30467
15 H 2.90121 -0.70049 2.33663
16 O 1.69787 -2.88394 -1.29103
17 H 0.79275 -3.19670 -1.40024
18 H 2.23930 -3.64457 -1.53037
19 O -3.55807 1.61623 0.86316
20 H -3.31120 1.58789 -0.06810
21 H -4.15314 2.37190 0.92513
22 O 1.27678 -1.83572 0.80652
23 H 1.08842 -1.08788 1.38466
24 H 0.41190 -2.09521 0.46942
25 O -3.67216 -0.73110 -1.15217
26 H -3.60112 -0.17066 -1.93310
27 H -4.22888 -1.46370 -1.43914

natural (NBO) population analysis, charges in e, atoms 1 to 2: number 1, O, carries -0.952; number 2, H, carries 0.466

[4]
# H18O9

A cluster of 9 separate species, H18O9 in total at a distorted geometry (ωB97M-V/def2-TZVPD, OMol25).

For the HOMO energy (spin up / spin down), the calculation gives -13.719 / -13.715 eV. Its energy above the lowest of the compared OMol25 structures with the same formula, charge and spin is 106.9 kJ/mol. The LUMO energy (spin up / spin down) is -3.4 / -10.7 eV. The expectation value of S² is 0.759. Its net charge is +1. As for the spin multiplicity: 2. For the total energy, the calculation gives -687.53937 a.u.

Atoms and positions in Å:
1 O 1.62892 2.54319 1.15444
2 H 1.55642 3.28241 1.75821
3 H 0.72768 2.24564 1.03006
4 O 0.38487 -3.80638 0.38523
5 H 1.30037 -3.99535 0.17937
6 H 0.14662 -4.46059 1.04210
7 O 3.10770 -1.06199 0.02704
8 H 3.07543 -1.53136 -0.80656
9 H 3.80711 -0.41849 -0.08680
10 O -1.17448 -2.37549 2.40996
11 H -0.52133 -2.43148 1.71248
12 H -1.75419 -3.12152 2.25633
13 O 0.01578 -0.43959 0.26185
14 H 0.00701 0.28016 -0.36912
15 H 0.14530 -1.22421 -0.27091
16 O -2.33982 1.48128 -0.08435
17 H -3.24236 1.26010 0.14528
18 H -2.02020 0.71729 -0.56435
19 O 0.15300 1.10660 -1.85527
20 H 0.60368 0.62961 -2.55212
21 H 0.83111 1.65739 -1.46408
22 O -0.69500 1.49086 2.18054
23 H -1.30632 1.57962 1.44936
24 H -0.17226 0.71881 1.96395
25 O -1.76023 2.14376 -3.24283
26 H -1.14283 1.83086 -2.58167
27 H -1.36191 1.89899 -4.07808

natural (NBO) population analysis, charges in e, atoms 1 to 2: number 1, O, carries -0.692; number 2, H, carries 0.503

[5]
# H19LiO10

A structure of composition H19LiO10 at a distorted geometry (ωB97M-V/def2-TZVPD, OMol25).

For the HOMO energy, the calculation gives -10.094 eV. Its energy above the lowest of the compared OMol25 structures with the same formula, charge and spin is 172.3 kJ/mol. The LUMO energy is -0.7 eV. As for the spin multiplicity: 1. For the total energy, the calculation gives -771.28087 a.u.

Atoms and positions in Å:
1 Li 2.01703 -1.07617 -0.82677
2 O 0.47003 -0.67617 0.31023
3 H -0.11897 -0.21617 -0.37477
4 O -1.26997 2.94583 -0.09077
5 H -1.27797 2.90283 -1.13477
6 H -0.91897 2.23883 0.34723
7 O 1.96703 2.84283 -0.80177
8 H 1.27503 2.28383 -0.36177
9 H 1.61803 3.76783 -0.61977
10 O -0.99597 -1.64617 2.35923
11 H -0.54897 -1.26717 1.65723
12 H -0.87897 -2.57617 2.49323
13 O -1.79997 -0.77717 -2.33177
14 H -0.94397 -0.22317 -2.35277
15 H -2.51097 -0.23117 -1.89077
16 O 1.11803 -0.51617 -2.56177
17 H 1.74303 0.04783 -3.16677
18 H 1.08403 -1.36817 -3.14177
19 O 2.91803 -0.54417 1.13623
20 H 3.18103 0.36083 1.69423
21 H 1.91703 -0.52117 1.28923
22 O -0.52897 -3.32717 -0.48777
23 H -0.62597 -4.00617 0.21623
24 H -0.45897 -2.38917 -0.10977
25 O -2.62997 0.05283 1.49923
26 H -1.98197 -0.73517 1.82823
27 H -3.26297 0.38683 2.16323
28 O 0.67203 1.77583 0.88323
29 H 0.51203 0.83383 0.67723
30 H 0.26103 1.65683 1.69923

natural (NBO) population analysis, charges in e, atoms 1 to 2: number 1, Li, carries 0.954; number 2, O, carries -1.316

[6]
# H19O10

A cluster of 10 separate species, H19O10 in total at a distorted geometry (ωB97M-V/def2-TZVPD, OMol25).

For the HOMO energy, the calculation gives -6.465 eV. Its energy above the lowest of the compared OMol25 structures with the same formula, charge and spin is 106.5 kJ/mol. The LUMO energy is 3.2 eV. Its net charge is -1. As for the spin multiplicity: 1. For the total energy, the calculation gives -763.84986 a.u.

Atoms and positions in Å:
1 O -3.03586 2.65704 -1.14398
2 H -3.71373 2.26168 -1.70840
3 H -2.81587 1.84738 -0.66508
4 O 0.81347 2.17904 -2.20076
5 H 0.24892 2.28865 -1.41502
6 H 0.76693 1.25617 -2.45637
7 O 2.89912 -2.16578 1.33569
8 H 2.72405 -1.28881 0.96658
9 H 3.13188 -2.63335 0.52915
10 O -0.68498 1.92148 0.20904
11 H -0.13068 -2.14355 -0.04492
12 H -0.94174 1.28205 -0.53843
13 O -0.48470 -1.44654 0.51491
14 H 1.70139 0.82025 0.08929
15 H -0.47169 1.33928 0.93883
16 O 2.10355 -0.05692 3.38005
17 H 1.19511 0.24313 3.48555
18 H 2.08706 -0.58107 2.57095
19 O -1.63371 0.06169 -1.31118
20 H -0.85165 -0.84243 -0.20366
21 H -1.28762 0.11412 -2.21017
22 O 2.45643 0.59293 -0.45135
23 H 2.71096 1.27280 -1.07399
24 H -0.69025 -1.76464 2.90561
25 O -0.64010 -0.85184 3.18132
26 H -0.57840 -0.26508 2.44149
27 O -1.27563 -2.26470 -2.41420
28 H -1.45375 -1.35889 -1.95225
29 H -2.14854 -2.47410 -2.75868

natural (NBO) population analysis, charges in e, atoms 1 to 2: number 1, O, carries -0.946; number 2, H, carries 0.449